1.
95
Properties=species:S:1:pos:R:3:forces:R:3 method="wB97M-V/def2-TZVPD" total_energy_ev=-181898.42190 charge=0 homo_ha=-0.2963 smiles="C=C[C@]1([C@H](C)F)C(=O)N[C@@H](P(O)Cl)[C@]1(CCCCOC=O)C[C@@H](C)Br.CCOS(C)(=O)=O.CCOS(C)(=O)=O.CCOS(C)(=O)=O" lumo_ha=0.016 multiplicity=1
C 1.528 1.836 3.624 -0.9685 -1.1814 -1.2496
C 0.850 1.114 2.613 1.2572 0.8180 0.1946
C 0.335 -0.382 2.686 -0.9203 1.9409 2.3288
C -0.915 -0.260 3.724 -0.9000 0.5047 -0.6827
C -1.719 1.132 3.564 -0.6288 -0.5872 0.9160
F -0.349 -0.254 5.045 -0.6746 -0.0615 -1.2496
C 1.318 -1.336 3.563 0.3669 -0.4017 -0.1744
O 2.408 -1.104 4.089 -3.2912 -0.8853 -1.3390
N 0.533 -2.598 3.499 1.1895 1.7446 -0.8650
C 0.233 -2.682 2.013 2.9371 -1.0359 -0.5715
P -0.820 -4.118 1.401 -1.7615 0.1521 -0.0651
O -1.810 -4.593 2.719 1.1335 0.1536 -1.3842
Cl 0.533 -5.723 1.119 -0.1092 0.4772 0.7589
C 0.087 -1.220 1.311 -0.2530 1.7184 1.0351
C -1.217 -0.912 0.452 -0.9343 -1.2389 0.1572
C -2.614 -1.236 1.144 -0.6635 0.9451 -0.2843
C -3.793 -1.611 0.102 0.1720 -0.0354 2.1086
C -5.054 -2.095 0.985 -0.3836 1.2231 -2.3170
O -4.795 -3.354 1.677 -0.8478 1.1057 2.2609
C -4.871 -3.206 3.074 1.3338 1.3434 1.6603
O -4.407 -2.264 3.733 -1.4813 -2.3325 -2.4359
C 1.266 -0.706 0.359 -0.0367 -0.0652 -0.1624
C 1.537 -1.466 -1.005 1.2048 -0.9124 0.2144
C 1.213 -3.016 -1.106 -0.0515 -0.2328 -1.2043
Br 0.619 -0.578 -2.580 0.4864 -0.3464 0.8720
H 2.479 2.400 3.325 -2.2341 0.2905 0.4072
H 1.166 1.822 4.708 1.4866 -0.9623 -1.3928
H 0.608 1.699 1.654 1.4760 -1.3556 0.8911
H -1.613 -1.160 3.641 1.0338 1.2722 0.3711
H -1.238 1.967 4.182 -0.5217 -1.3520 -1.2352
H -2.775 1.012 4.002 1.4998 -0.0186 -0.6091
H -1.863 1.436 2.480 0.4624 -0.3062 1.3144
H 1.035 -3.448 3.786 -0.0620 0.6598 0.0018
H 1.280 -2.977 1.623 -1.6832 -0.0269 -0.0726
H -2.511 -5.162 2.325 0.6720 0.6012 0.3395
H -1.232 0.161 0.079 0.2373 -1.2622 0.5807
H -1.165 -1.567 -0.491 0.1119 0.9823 1.3299
H -2.587 -2.008 1.977 0.2275 0.7884 -1.1619
H -2.970 -0.260 1.641 0.4459 -1.5837 -0.4874
H -3.525 -2.471 -0.587 -0.1567 1.2059 0.6541
H -4.049 -0.643 -0.441 0.1030 -1.5211 0.3690
H -5.445 -1.280 1.677 0.8765 -1.1765 -0.6339
H -5.898 -2.291 0.228 1.1160 -0.0276 1.2589
H -5.363 -4.053 3.673 0.6332 0.6760 -1.5246
H 0.982 0.363 0.047 0.5741 -1.6046 0.7247
H 2.221 -0.640 0.981 -1.0324 -0.1966 -0.9710
H 2.655 -1.342 -1.241 -1.7795 -0.0984 0.2146
H 1.598 -3.382 -2.127 -0.4949 0.6257 1.4975
H 1.739 -3.677 -0.342 -0.7398 1.1528 -0.8224
H 0.083 -3.224 -1.144 1.6809 0.3188 0.3950
C -0.072 3.739 -7.962 0.3052 -0.0953 0.0118
C -1.207 3.099 -7.184 0.2266 0.9700 0.0158
O -1.236 1.682 -7.361 0.2136 -0.8143 0.2884
S -0.140 0.786 -6.580 -0.4276 -0.1370 -0.2997
C -0.884 -0.791 -6.881 -0.1367 0.0287 -0.0769
O -0.221 1.075 -5.172 0.2615 0.1642 -0.6137
O 1.104 0.845 -7.296 -0.3588 0.1312 0.5395
H 0.899 3.439 -7.561 -0.0772 0.0365 -0.0126
H -0.135 4.828 -7.910 -0.1014 -0.0644 0.0064
H -0.099 3.429 -9.009 -0.0750 0.0671 0.0679
H -1.150 3.353 -6.121 0.0306 -0.1987 -0.0303
H -2.158 3.484 -7.557 -0.0357 -0.3692 0.0287
H -1.847 -0.833 -6.373 0.0819 0.0552 -0.0287
H -0.216 -1.555 -6.483 0.0420 0.1775 0.0317
H -1.003 -0.925 -7.955 0.0339 0.0623 0.0777
C 7.322 -3.719 -4.532 -0.1123 0.2935 -0.0733
C 7.046 -4.415 -3.211 -0.1650 -0.4158 -0.9276
O 7.326 -3.566 -2.097 -0.3528 0.6004 0.6393
S 6.277 -2.388 -1.744 0.5539 -0.2212 0.2851
C 6.939 -1.967 -0.157 0.0995 -0.1234 0.0256
O 4.969 -2.966 -1.560 0.4071 0.3416 -0.4308
O 6.501 -1.283 -2.635 -0.4471 -0.4850 0.2212
H 6.628 -2.893 -4.695 0.0364 -0.0770 0.0032
H 7.216 -4.417 -5.365 0.0339 -0.0418 0.1092
H 8.331 -3.301 -4.543 -0.0421 -0.1145 0.0026
H 6.016 -4.782 -3.165 0.0343 0.1440 0.1397
H 7.701 -5.283 -3.120 0.0104 0.1833 0.3298
H 6.808 -2.812 0.517 -0.0004 0.0399 -0.0908
H 6.388 -1.102 0.213 -0.0380 -0.0722 -0.1485
H 7.992 -1.716 -0.271 -0.0920 -0.0260 -0.0477
C -5.058 6.459 5.264 0.2014 -0.0069 0.2478
C -4.771 5.840 3.908 -0.8198 -0.1840 0.5566
O -3.501 6.248 3.398 0.8866 -0.1715 -0.1137
S -2.169 5.584 4.028 -0.1083 0.3966 -0.4394
C -1.028 6.168 2.808 -0.0877 0.0676 -0.1066
O -2.268 4.152 3.922 -0.1275 0.6154 0.3788
O -1.872 6.234 5.276 -0.1633 -0.5566 -0.3316
H -4.374 6.077 6.024 -0.0649 0.0086 -0.0569
H -6.077 6.231 5.584 0.0249 0.0069 -0.1177
H -4.929 7.543 5.227 -0.0794 -0.0753 -0.0533
H -4.836 4.748 3.950 0.1897 0.0600 -0.0380
H -5.524 6.180 3.193 0.3328 0.0340 -0.1667
H -1.268 5.711 1.850 -0.0256 0.0195 0.0962
H -0.026 5.876 3.124 -0.1416 -0.0568 0.0953
H -1.098 7.254 2.752 -0.0338 -0.0889 0.0462


2.
91
Properties=species:S:1:pos:R:3:forces:R:3 method="wB97M-V/def2-TZVPD" total_energy_ev=-120199.49207 charge=+2 homo_ha="-0.3912 / -0.3912" lumo_ha="-0.225 / -0.271" multiplicity=3
Ni -1.838 1.257 -2.022 -1.3917 -1.7653 -0.5416
N -3.704 2.823 1.349 -1.4852 0.0894 0.1287
C -3.051 3.190 0.240 -0.7067 -2.9779 -0.1463
N -3.057 2.096 -0.591 1.3008 1.2520 0.5883
C -3.668 1.099 0.119 -0.0109 1.6778 1.7844
N -4.149 1.530 1.283 0.7682 0.1752 -0.7024
C -3.639 -0.269 -0.345 -0.3853 -1.6401 0.2064
C -4.304 -1.349 0.261 -0.2750 -0.2318 -0.0264
N -4.522 -2.468 -0.451 0.4107 0.6197 1.1254
C -4.038 -2.568 -1.681 0.1086 -1.4148 -0.1172
C -3.219 -1.584 -2.215 0.8182 0.6928 0.3611
N -2.950 -0.494 -1.467 -0.9152 1.0830 -1.4043
H -4.164 3.432 2.071 1.0821 -0.7802 -0.8521
H -2.461 4.066 0.161 0.0602 0.7976 -0.4694
H -4.591 -1.333 1.339 -0.1408 0.1063 -1.1598
H -4.182 -3.582 -2.140 -0.0831 1.4105 -0.0197
H -2.737 -1.588 -3.199 -0.0796 -0.4519 0.5618
C 0.054 -0.285 -6.579 -0.0599 -0.5079 -0.3107
N -0.972 0.591 -5.999 0.7753 -0.5427 -0.3316
C -1.426 1.619 -6.780 -0.5421 -1.1692 1.1817
C -2.467 2.308 -6.268 0.8409 1.4150 -0.6197
C -2.884 2.047 -4.939 -1.9870 0.5036 -0.0943
N -2.313 1.131 -4.106 -0.5059 1.3750 -0.1740
C -1.364 0.324 -4.633 1.4832 -0.7135 -1.7849
O -0.805 -0.606 -4.024 -1.0244 1.7273 -0.0215
N -4.035 2.685 -4.558 0.9862 -0.4555 1.7828
H -0.250 -0.711 -7.554 -0.1104 0.2389 0.6427
H 0.264 -1.062 -5.866 -0.1208 -0.4521 0.0314
H 0.983 0.232 -6.718 0.4058 0.5842 -0.1252
H -1.041 1.805 -7.804 0.0264 -0.4248 1.0136
H -2.724 3.207 -6.839 -0.6948 -0.4578 0.5576
H -4.482 3.410 -5.111 0.4281 -0.3687 0.0206
H -4.315 2.637 -3.561 0.1847 -0.0185 -1.1735
C 1.722 -3.916 0.521 -0.3550 0.7614 0.3821
Si 2.240 -4.753 2.111 -0.2178 0.8333 1.3517
C 4.027 -4.414 2.516 0.6003 0.3358 0.4825
C 1.756 -6.543 2.066 0.8415 -0.1892 0.8068
C 1.308 -4.138 3.661 -1.0943 0.6641 -0.6140
Te 1.306 -1.996 3.959 0.3117 -0.0072 1.2646
C 1.705 -2.063 6.180 0.5834 -0.5553 -0.3958
Si 1.287 -0.527 7.251 -1.0519 -0.2298 -1.7173
C 2.931 0.317 7.470 0.7864 -0.7884 2.0428
C 0.173 0.621 6.187 1.1977 0.5746 -0.1727
C 0.206 -0.930 8.754 0.5101 0.2539 0.5775
H 2.178 -4.403 -0.334 -0.0923 -0.1255 -0.2279
H 1.919 -2.830 0.456 0.2420 -0.4209 0.2134
H 0.636 -3.994 0.500 -0.2007 -0.2463 -0.4164
H 4.525 -3.805 1.737 -0.0906 -0.5182 0.2977
H 4.515 -5.402 2.623 0.1972 0.6127 -0.0261
H 4.146 -3.825 3.478 -0.2319 -0.8090 -1.0072
H 2.128 -6.911 1.112 -0.2885 -0.5867 -0.0103
H 0.662 -6.625 2.183 0.5278 -0.2505 -0.1969
H 2.299 -7.070 2.918 -0.8393 0.4693 -1.0999
H 1.779 -4.563 4.554 -0.2698 -0.0340 -0.1609
H 0.204 -4.323 3.614 1.0510 -0.4072 0.2845
H 2.818 -2.214 6.219 -1.0844 0.0107 0.0104
H 1.223 -2.987 6.567 0.1742 0.5033 -0.4389
H 2.965 0.531 8.577 0.1905 0.4618 -1.0236
H 3.113 1.197 6.869 -0.1696 0.3324 0.0604
H 3.811 -0.360 7.342 -0.7790 0.3044 -0.1293
H 0.815 0.935 5.307 -0.7058 0.0160 0.9019
H -0.175 1.509 6.771 0.3461 -0.5516 -0.5796
H -0.682 0.115 5.761 -0.3385 -0.2376 0.0552
H 0.806 -1.149 9.671 -0.5495 0.1066 -0.6215
H -0.510 -1.758 8.591 0.4456 0.3845 -0.0568
H -0.382 -0.003 8.935 0.3190 -0.6033 0.0834
C 2.943 -0.281 -2.244 -0.0127 0.2781 -1.1400
C 2.130 0.767 -3.009 0.1002 0.0035 -0.2969
O 1.383 1.491 -1.936 -0.8185 0.1250 -0.0077
P 0.070 2.365 -2.163 3.4068 2.5398 -0.3130
O 0.140 3.557 -1.027 -0.7114 -1.6455 -1.0191
C 0.995 3.373 0.134 0.5357 -0.6954 0.4598
C 0.565 2.246 1.097 -0.1660 -1.4333 -0.7981
O 0.567 3.076 -3.538 -0.8366 -0.9734 0.9075
C 0.221 4.391 -3.987 0.5770 0.6681 0.1535
C 0.834 4.639 -5.351 -0.4659 -1.0689 0.3185
H 3.563 -0.847 -2.951 0.0855 0.3666 0.0680
H 2.319 -1.049 -1.790 -0.0895 0.3552 0.4544
H 3.594 0.283 -1.560 -0.2508 -0.6114 0.0587
H 1.359 0.390 -3.723 0.7837 -0.0427 0.5771
H 2.819 1.472 -3.564 -0.9634 -0.4957 0.8518
H 0.984 4.298 0.691 0.1192 0.4393 -0.3863
H 1.982 3.133 -0.300 -0.2635 0.4462 0.7444
H -0.529 1.966 1.055 0.9013 0.7820 0.1961
H 0.874 2.433 2.144 -0.2589 -0.0072 -0.6749
H 1.067 1.308 0.749 -0.2757 0.5981 0.5216
H 0.633 5.109 -3.271 -0.3017 -0.0624 0.0493
H -0.857 4.473 -4.025 -0.3873 0.1456 -0.0249
H 1.906 4.774 -5.306 0.2863 -0.2463 0.1449
H 0.439 5.602 -5.671 -0.2614 -0.2792 -0.6714
H 0.596 3.720 -5.959 0.1412 1.3743 -0.0050


3.
80
Properties=species:S:1:pos:R:3:forces:R:3 method="wB97M-V/def2-TZVPD" total_energy_ev=-52960.96151 charge=+4 homo_ha="-0.6939 / -0.7382" lumo_ha="-0.507 / -0.598" multiplicity=4
Re -1.025 -0.379 0.546 1.7046 -0.4101 -2.8148
C -2.931 -0.413 0.296 -4.7545 0.1288 -0.9733
O -4.078 -0.333 -0.003 4.9102 -0.3346 1.3822
C -0.561 -1.457 2.072 1.1178 -3.5304 4.3958
O -0.109 -2.112 2.956 -1.6863 2.7703 -3.6502
P -0.470 -1.650 -1.602 1.0132 -0.7366 0.8677
C 1.170 -2.485 -1.846 0.4500 -0.3445 0.1053
H 0.964 -3.329 -2.508 -0.2075 0.1060 0.1434
C -1.478 -3.180 -1.163 -0.4436 -0.9025 -0.7071
H -1.437 -3.184 -0.061 0.0444 0.2971 -0.2331
C -0.891 -1.364 -3.359 -3.2752 -2.4058 -0.3738
H 0.187 -0.462 -3.792 1.3427 1.0443 -0.6246
C -1.560 3.402 0.317 -0.0174 -0.6593 -0.3482
P -0.756 1.830 1.167 -0.4956 5.3286 1.3974
H 0.297 3.600 2.573 -0.2416 -0.0509 -0.3976
H -0.853 3.650 -0.490 -0.2091 -0.1644 -0.0888
C -1.666 1.963 2.799 0.3787 -0.1488 -0.0687
H -1.825 3.038 2.932 -0.0156 -0.2862 0.0158
C -2.932 -3.101 -1.604 -0.5358 0.0330 0.3295
H -3.059 -3.270 -2.678 0.0518 -0.1653 0.2236
H -3.430 -2.168 -1.353 -0.0139 -0.0477 -0.0142
H -3.467 -3.899 -1.074 -0.0259 0.1742 -0.2621
C -0.944 -4.537 -1.644 0.1050 -0.1993 -0.0744
H -1.633 -5.302 -1.269 0.1098 0.1329 -0.1001
H 0.048 -4.800 -1.284 -0.1547 -0.0319 -0.0097
H -0.934 -4.620 -2.735 -0.1004 -0.0728 0.2161
C -0.778 -2.543 -4.313 1.5109 0.9039 -0.9391
H 0.188 -3.059 -4.305 -0.2344 0.0951 0.1804
H -0.909 -2.195 -5.351 -0.1866 -0.0196 0.2824
H -1.558 -3.295 -4.154 -0.1609 0.3447 0.3543
C -2.184 -0.631 -3.576 1.0091 1.6001 -0.2669
H -2.214 -0.191 -4.586 -0.1652 -0.2093 0.1937
H -2.329 0.172 -2.846 -0.0556 -0.0993 -0.0913
H -3.038 -1.317 -3.505 0.3069 -0.2484 -0.0460
C 2.261 -1.680 -2.522 0.3346 0.1890 -0.1744
H 2.041 -1.449 -3.566 0.2396 -0.2304 0.0323
H 3.205 -2.238 -2.526 -0.2367 0.0102 -0.0269
H 2.447 -0.738 -2.016 -0.0110 0.2364 0.0705
C 1.668 -3.053 -0.527 0.2001 0.0519 0.6657
H 1.892 -2.238 0.155 -0.0235 -0.0690 -0.0343
H 2.592 -3.631 -0.656 -0.2291 0.0506 -0.1622
H 0.955 -3.691 -0.008 0.0089 -0.0122 -0.1130
C -1.748 4.663 1.181 -0.1724 -0.0109 0.0194
H -0.862 5.046 1.690 -0.0635 -0.0354 0.0989
H -2.516 4.516 1.947 0.1005 0.1217 -0.2057
H -2.102 5.483 0.537 0.0469 -0.3260 0.0760
C -2.898 3.047 -0.313 -0.2312 0.0723 -0.2643
H -3.633 2.774 0.455 0.1312 0.2115 -0.3489
C 1.836 2.180 2.383 1.0692 -0.0440 0.2722
H -2.805 2.211 -1.015 -0.0703 0.0923 0.0223
H -3.284 3.921 -0.862 0.0264 -0.3798 0.1502
C 1.337 4.023 0.767 0.3182 -0.4647 1.5831
H 2.346 1.580 1.631 -0.0533 0.1867 -0.0316
H 2.596 2.812 2.872 -0.2526 -0.0647 -0.1358
H 1.491 1.481 3.149 -0.0923 0.1628 -0.2392
C 0.724 2.996 1.765 0.1318 -1.3206 -0.2157
H 2.242 4.508 1.168 0.1064 -0.1278 -0.2350
H 0.703 4.909 0.670 -0.2862 0.1894 -0.8137
H 1.939 3.372 0.012 0.1216 0.2007 -0.2096
C -0.852 1.442 3.976 -0.1770 -0.1465 0.3339
H -0.446 0.440 3.789 -0.0819 0.1433 0.1208
H -1.535 1.359 4.829 0.2459 0.0063 -0.0187
H -0.036 2.103 4.271 -0.1746 -0.0290 0.0681
C -2.997 1.243 2.722 -0.3765 -0.1141 0.4072
H -3.637 1.574 1.900 0.0767 -0.1126 0.2949
H -3.512 1.438 3.669 -0.1580 -0.1164 -0.2182
H -2.846 0.156 2.648 -0.1630 0.2979 0.2061
H 1.269 3.960 -0.425 -0.3873 0.2002 0.1958
H 0.935 -0.174 -4.053 -1.6938 -0.5267 0.4239
C 5.478 -0.692 1.694 0.5799 0.1698 -0.2324
C 4.517 -1.174 2.585 1.8630 0.0121 0.5133
C 3.166 -1.090 2.226 -1.8018 0.5760 -1.2485
N 2.770 -0.530 1.072 -0.1494 0.1727 0.0474
C 3.686 -0.022 0.237 -1.8505 -0.5291 0.5153
C 5.062 -0.103 0.493 1.7191 -0.5058 0.6957
H 6.544 -0.768 1.929 -0.3937 0.0328 -0.0657
H 4.768 -1.622 3.554 0.1557 0.1272 -0.4390
H 2.375 -1.481 2.878 0.3050 0.0059 -0.2344
H 3.303 0.467 -0.668 0.2554 -0.1083 0.4461
H 5.754 0.294 -0.254 0.0182 -0.1373 0.4048